# 1
One molecule with the formula C4H10N2O at a distorted geometry, computed with the ωB97M-V functional and the def2-TZVPD basis.

```
17
Properties=species:S:1:pos:R:3
N 1.140 0.976 0.935
C 0.017 -0.014 0.962
C 0.426 -1.081 1.935
C -0.249 -0.571 -0.445
N -0.701 0.315 -1.423
C -0.774 1.749 -1.459
O -0.060 -1.753 -0.769
H 1.242 1.199 1.936
H 1.976 0.507 0.556
H -0.836 0.638 1.274
H 1.448 -1.478 1.662
H -0.402 -1.906 1.959
H 0.446 -0.649 3.049
H -0.710 -0.243 -2.351
H -0.163 2.029 -2.323
H -1.731 2.116 -1.689
H -0.380 2.279 -0.464
```

Results
Orbital gap (eV): 10.30
ΔE to the lowest compared entry with this formula, charge and spin (kJ/mol): 170.2
SMILES: CNC(=O)[C@@H](C)N
Total energy (eV): -9337.22391
Total charge: 0



# 2
A 2-piece molecular cluster, C8H21P3 overall at a distorted geometry, computed with the ωB97M-V functional and the def2-TZVPD basis.

```
32
Properties=species:S:1:pos:R:3
C -0.127 1.620 1.121
C 0.911 -2.365 0.309
C 0.034 -1.185 2.709
C -1.930 -1.404 -2.066
C -3.191 0.343 -0.342
C 1.220 2.171 -1.685
C 3.049 0.749 -0.173
C 0.355 0.403 0.395
P -0.358 -1.163 0.891
P -1.890 0.387 -1.651
P 1.429 0.445 -1.058
H -1.076 1.416 1.619
H -0.264 2.471 0.457
H 0.594 1.910 1.891
H 1.895 -2.122 0.704
H 0.938 -2.340 -0.778
H 0.620 -3.363 0.636
H 1.083 -0.957 2.896
H -0.199 -2.180 3.088
H -0.598 -0.466 3.225
H -2.927 -1.682 -2.406
H -1.676 -1.993 -1.181
H -1.210 -1.605 -2.857
H -2.889 -0.355 0.445
H -4.139 0.013 -0.765
H -3.319 1.339 0.079
H 1.425 2.917 -0.918
H 0.203 2.283 -2.061
H 1.919 2.308 -2.507
H 2.981 1.623 0.475
H 3.830 0.908 -0.914
H 3.308 -0.125 0.423
```

Results
Orbital gap (alpha / beta) (eV): 7.15 / 6.88
ΔE to the lowest compared entry with this formula, charge and spin (kJ/mol): 0.0
Total energy (eV): -36500.72021
Total charge: 0



# 3
One molecule with the formula C4H8N2O at a distorted geometry, computed with the ωB97M-V functional and the def2-TZVPD basis.

```
15
Properties=species:S:1:pos:R:3
C -0.731 0.052 1.682
C -0.245 -1.436 -0.321
N 0.398 1.085 -0.460
C -0.552 -0.033 0.176
C 1.256 0.944 -1.566
N -1.026 0.967 -0.631
O 2.357 1.432 -1.592
H 0.768 1.731 0.247
H 0.771 0.412 -2.395
H -0.686 1.084 2.020
H -1.733 -0.317 1.909
H -1.066 -2.083 0.001
H 0.680 -1.829 0.107
H -0.191 -1.465 -1.405
H 0.001 -0.544 2.226
```

Results
Orbital gap (eV): 8.79
ΔE to the lowest compared entry with this formula, charge and spin (kJ/mol): 408.1
Total energy (eV): -9302.16330
Total charge: 0



# 4
C8H12B5CaF20O6 as an isolated structure at a distorted geometry, computed with the ωB97M-V functional and the def2-TZVPD basis.

```
52
Properties=species:S:1:pos:R:3
Ca 0.379 -0.859 0.826
B 4.043 -0.760 0.586
F 2.673 -0.840 0.119
F 4.294 0.534 1.075
F 4.237 -1.695 1.607
F 4.879 -1.034 -0.501
B 0.702 -2.160 -1.748
F 1.954 -2.124 -2.343
F -0.119 -2.991 -2.569
F 0.832 -2.799 -0.484
F 0.119 -0.907 -1.490
B 0.191 -2.993 3.014
F -0.491 -1.795 2.808
F 1.288 -3.029 2.140
F 0.547 -3.198 4.360
F -0.622 -4.130 2.673
B -2.215 1.452 2.062
F -1.855 2.791 1.847
F -3.432 1.169 1.389
F -1.231 0.580 1.465
F -2.358 1.233 3.424
B 1.579 1.069 3.479
F 1.190 2.295 2.902
F 0.744 0.729 4.533
F 1.544 0.018 2.493
F 2.914 1.220 3.918
C -4.063 -2.886 -3.407
C -4.134 -2.397 -1.967
C -4.377 -3.494 -0.912
O -3.307 -3.321 0.006
C -2.568 -2.252 -0.333
O -1.805 -1.672 0.356
O -2.842 -1.907 -1.626
H -4.167 -2.051 -4.098
H -4.870 -3.606 -3.576
H -3.107 -3.372 -3.597
H -4.861 -1.587 -1.868
H -4.273 -4.496 -1.334
H -5.318 -3.397 -0.373
C 2.911 4.873 -2.454
C 2.699 4.329 -1.072
C 1.403 4.765 -0.367
O 0.899 3.588 0.204
C 1.552 2.507 -0.280
O 1.251 1.381 -0.122
O 2.567 2.906 -1.102
H 2.056 4.641 -3.106
H 3.764 4.519 -3.028
H 2.869 5.969 -2.428
H 3.602 4.463 -0.466
H 0.713 5.243 -1.068
H 1.621 5.475 0.432
```

Results
Orbital gap (eV): 8.54
ΔE to the lowest compared entry with this formula, charge and spin (kJ/mol): 0.0
Total energy (eV): -96984.09744
Total charge: -3



# 5
An isolated ion of composition C4H12N2O and charge +1 at a distorted geometry, computed with the ωB97M-V functional and the def2-TZVPD basis.

```
19
Properties=species:S:1:pos:R:3
C -1.778 2.206 0.469
N -1.390 0.762 0.352
C -0.168 -0.073 0.372
C -0.286 -1.646 0.305
O 0.961 -2.098 -0.161
C 0.639 0.461 -0.815
N 2.040 0.434 -0.489
H -2.877 2.247 0.770
H -1.216 2.627 1.262
H -1.582 2.466 -0.551
H -2.090 0.320 -0.269
H 0.509 -0.041 1.300
H -0.450 -2.138 1.264
H -1.229 -1.921 -0.342
H 0.860 -3.115 -0.311
H 0.460 -0.047 -1.765
H 0.321 1.553 -1.012
H 2.376 1.260 -0.062
H 2.237 -0.486 -0.022
```

Results
2S+1: 2
<S²>: 0.757
Orbital gap (alpha / beta) (eV): 11.06 / 5.98
ΔE to the lowest compared entry with this formula, charge and spin (kJ/mol): 218.2
Total energy (eV): -9360.15615
Total charge: +1



# 6
C24H24BN10O2Sr as an isolated structure at a distorted geometry, computed with the ωB97M-V functional and the def2-TZVPD basis.

```
62
Properties=species:S:1:pos:R:3
Sr -0.451 -1.019 0.831
C -2.177 -0.530 -3.479
C -1.429 -1.230 -2.534
N -1.647 -0.775 -1.307
N -2.559 0.237 -1.432
C -2.876 0.391 -2.739
B -3.135 1.031 -0.245
N -1.912 2.043 0.313
C -1.726 3.321 0.189
C -0.528 3.695 0.938
C -0.074 2.430 1.463
N -0.848 1.460 1.112
N -3.566 0.173 0.956
C -4.721 0.339 1.643
C -4.776 -0.590 2.650
C -3.584 -1.302 2.521
N -2.848 -0.850 1.512
N -4.284 1.876 -0.703
C -5.440 1.394 -1.235
C -6.334 2.431 -1.328
C -5.619 3.544 -0.860
N -4.416 3.211 -0.440
H -2.215 -0.683 -4.543
H -0.733 -2.040 -2.693
H -3.580 1.144 -3.048
H -2.440 3.933 -0.350
H -0.109 4.681 1.053
H 0.802 2.250 2.070
H -5.421 1.103 1.349
H -5.564 -0.742 3.365
H -3.229 -2.133 3.112
H -5.544 0.349 -1.480
H -7.337 2.394 -1.715
H -5.946 4.569 -0.786
O 6.287 1.264 -0.831
C 5.197 2.102 -1.133
C 3.926 1.329 -0.902
C 2.712 1.757 -1.429
C 1.575 1.019 -1.175
N 1.564 -0.096 -0.435
C 2.744 -0.531 0.041
C 3.931 0.158 -0.157
C 2.756 -1.845 0.771
C 3.835 -2.696 0.630
C 3.836 -3.923 1.289
C 4.996 -4.867 1.123
O 6.140 -4.100 0.810
C 2.735 -4.241 2.069
C 1.699 -3.333 2.162
N 1.682 -2.155 1.527
H 7.108 1.728 -1.013
H 5.216 2.448 -2.172
H 5.185 2.988 -0.484
H 2.658 2.638 -2.056
H 0.621 1.312 -1.603
H 4.860 -0.218 0.247
H 4.680 -2.419 0.018
H 4.759 -5.566 0.310
H 5.127 -5.447 2.041
H 6.907 -4.679 0.782
H 2.684 -5.173 2.616
H 0.845 -3.557 2.794
```

Results
2S+1: 2
<S²>: 0.760
Orbital gap (alpha / beta) (eV): 8.82 / 4.52
ΔE to the lowest compared entry with this formula, charge and spin (kJ/mol): 0.0
Total energy (eV): -45774.99513
Total charge: +2



# 7
One molecule with the formula C4H5NO2 at a distorted geometry, computed with the ωB97M-V functional and the def2-TZVPD basis.

```
12
Properties=species:S:1:pos:R:3
C 0.719 0.584 -0.994
C -0.781 0.676 1.489
C -0.416 -1.288 0.115
C 0.534 -0.927 -0.697
H 0.785 0.644 -2.078
H 1.686 0.879 -0.553
H -0.980 0.790 2.562
H -0.774 -2.332 0.291
H 0.990 -1.618 -1.360
N -0.314 1.668 0.834
O -0.242 1.415 -0.561
O -1.206 -0.490 0.951
```

Results
Orbital gap (eV): 10.59
ΔE to the lowest compared entry with this formula, charge and spin (kJ/mol): 366.0
SMILES: C1=COC=NOC1
Total energy (eV): -9810.52157
Total charge: 0



# 8
A 2-piece molecular cluster, C33H45N4O3 overall at a distorted geometry, computed with the ωB97M-V functional and the def2-TZVPD basis.

```
85
Properties=species:S:1:pos:R:3
C 2.022 -3.915 1.816
N 0.801 -3.202 2.096
C 0.690 -2.810 3.461
C -0.644 -2.186 3.850
C -1.543 -1.829 2.691
N -2.318 -0.704 2.833
C -2.110 0.173 3.985
C -2.984 1.424 3.985
O -3.174 1.975 2.676
C -3.856 1.042 1.847
C -3.131 -0.300 1.707
C -1.549 -2.675 1.599
C -0.422 -3.640 1.434
H 1.844 -4.875 1.310
H 2.694 -3.316 1.183
H 2.570 -4.114 2.750
H 0.876 -3.683 4.119
H 1.541 -2.129 3.655
H -1.146 -2.945 4.472
H -0.392 -1.341 4.494
H -2.312 -0.384 4.912
H -1.061 0.521 4.001
H -3.955 1.188 4.460
H -2.475 2.227 4.530
H -4.882 0.862 2.229
H -3.925 1.548 0.875
H -2.502 -0.227 0.800
H -3.910 -1.059 1.544
H -2.401 -2.777 0.935
H -0.228 -3.801 0.367
H -0.712 -4.632 1.844
C -9.145 -2.875 -0.490
O -8.053 -1.966 -0.224
C -6.792 -2.362 -0.540
C -5.737 -1.450 -0.284
C -4.444 -1.779 -0.640
C -4.084 -3.099 -1.010
C -2.721 -3.477 -1.330
C -2.519 -4.409 -2.355
C -1.302 -4.737 -2.938
N -1.168 -5.607 -3.957
C 0.086 -5.709 -4.706
C 0.426 -4.541 -5.643
C 1.780 -4.734 -6.306
C 1.904 -4.734 -7.701
C 3.140 -5.025 -8.291
C 4.255 -5.295 -7.483
C 4.130 -5.287 -6.086
C 2.899 -4.972 -5.498
C -0.125 -6.993 -5.510
O 0.705 -7.590 -6.192
N -1.423 -7.369 -5.329
C -1.962 -8.478 -6.074
C -2.223 -6.482 -4.490
C -2.960 -7.311 -3.426
C -3.236 -5.715 -5.357
C -5.154 -4.027 -1.168
C -6.481 -3.650 -1.045
H -10.010 -2.394 -0.035
H -9.304 -2.988 -1.572
H -8.982 -3.862 -0.032
H -5.994 -0.499 0.185
H -3.674 -1.004 -0.623
H -1.850 -2.916 -0.977
H -3.415 -4.844 -2.813
H -0.380 -4.236 -2.629
H 0.920 -5.872 -4.005
H -0.363 -4.465 -6.410
H 0.431 -3.607 -5.055
H 1.015 -4.547 -8.312
H 3.225 -5.055 -9.380
H 5.222 -5.521 -7.940
H 4.980 -5.532 -5.441
H 2.782 -4.949 -4.408
H -1.148 -8.935 -6.644
H -2.386 -9.227 -5.395
H -2.740 -8.126 -6.762
H -2.253 -7.992 -2.935
H -3.425 -6.687 -2.661
H -3.753 -7.885 -3.922
H -2.755 -5.341 -6.274
H -4.053 -6.396 -5.634
H -3.657 -4.866 -4.808
H -4.940 -5.067 -1.409
H -7.291 -4.348 -1.275
```

Results
Orbital gap (eV): 4.83
ΔE to the lowest compared entry with this formula, charge and spin (kJ/mol): 0.0
Total energy (eV): -47045.23023
Total charge: +1



# 9
One molecule with the formula C4H6N2 at a distorted geometry, computed with the ωB97M-V functional and the def2-TZVPD basis.

```
12
Properties=species:S:1:pos:R:3
C -1.143 0.821 -0.237
C -0.017 0.023 0.346
N 0.137 -1.124 -0.489
C 1.069 -1.959 -0.122
C 1.240 0.835 0.335
N 2.044 1.660 0.445
H -0.917 1.101 -1.270
H -2.044 0.207 -0.236
H -1.299 1.710 0.363
H -0.209 -0.278 1.383
H 0.291 -0.942 -1.462
H 0.848 -2.055 0.943
```

Results
Orbital gap (eV): 9.34
ΔE to the lowest compared entry with this formula, charge and spin (kJ/mol): 369.0
Total energy (eV): -7221.76650
Total charge: 0



# 10
C39H44Br2KN2O2S as an isolated structure, computed with the ωB97M-V functional and the def2-TZVPD basis.

```
91
Properties=species:S:1:pos:R:3
K 0.267 0.271 -0.137
C 0.332 3.005 1.529
C 0.925 2.054 2.383
C 2.148 1.651 1.805
C 2.308 2.352 0.594
C 1.186 3.189 0.423
H -0.601 3.525 1.708
H 0.526 1.721 3.335
H 2.847 0.934 2.217
H 3.143 2.255 -0.087
H 1.020 3.881 -0.393
C -7.120 1.777 -3.636
C -6.919 0.371 -3.051
C -7.462 -0.642 -4.061
C -7.750 0.248 -1.766
C -5.438 0.148 -2.747
C -4.787 0.964 -1.825
C -3.447 0.789 -1.563
Br -2.592 1.868 -0.240
C -2.617 -0.171 -2.210
O -1.374 -0.281 -1.942
C -3.307 -1.017 -3.141
C -4.665 -0.832 -3.372
C -2.506 -2.106 -3.859
C -3.371 -2.951 -4.797
C -1.399 -1.459 -4.706
C -1.876 -3.055 -2.827
H -8.177 1.960 -3.853
H -6.551 1.889 -4.561
H -6.778 2.545 -2.941
H -8.521 -0.444 -4.243
H -7.369 -1.665 -3.691
H -6.938 -0.575 -5.016
H -8.812 0.410 -1.974
H -7.436 0.982 -1.023
H -7.631 -0.746 -1.328
H -5.320 1.745 -1.295
H -5.149 -1.486 -4.082
H -3.824 -2.347 -5.587
H -4.169 -3.468 -4.258
H -2.745 -3.709 -5.275
H -1.835 -0.832 -5.488
H -0.794 -2.234 -5.191
H -0.757 -0.838 -4.084
H -2.656 -3.569 -2.258
H -1.247 -2.500 -2.133
H -1.271 -3.815 -3.333
Br 0.540 3.249 -6.973
C 1.060 2.173 -5.495
C 1.786 1.019 -5.726
C 2.158 0.231 -4.648
C 1.805 0.598 -3.352
C 1.115 1.789 -3.138
C 0.722 2.569 -4.212
N 2.130 -0.172 -2.215
C 2.072 -1.434 -2.287
C 2.381 -2.296 -1.122
C 2.433 -3.674 -1.291
C 2.732 -4.466 -0.194
C 2.956 -3.853 1.024
C 2.852 -2.468 1.097
N 2.577 -1.702 0.055
H 2.060 0.738 -6.734
H 2.743 -0.665 -4.816
H 0.875 2.094 -2.126
H 0.161 3.478 -4.047
H 1.760 -1.957 -3.198
H 2.234 -4.108 -2.262
H 2.780 -5.543 -0.288
H 3.182 -4.431 1.910
H 2.988 -1.949 2.040
C -6.148 0.335 1.534
C -4.777 -0.216 1.806
C -4.199 -1.145 0.951
C -2.900 -1.591 1.160
C -2.187 -1.102 2.239
C -2.732 -0.152 3.093
C -4.031 0.269 2.881
S -0.507 -1.664 2.476
C -0.824 -2.656 3.949
O -0.238 -2.642 1.382
H -6.717 -0.325 0.880
H -6.066 1.304 1.036
H -6.707 0.482 2.459
H -4.749 -1.494 0.085
H -2.428 -2.290 0.481
H -2.140 0.267 3.899
H -4.466 1.019 3.532
H -1.554 -3.421 3.686
H -1.203 -2.009 4.739
H 0.121 -3.106 4.247
```

Results
Orbital gap (eV): 5.62
ΔE to the lowest compared entry with this formula, charge and spin (kJ/mol): 32.4
Total energy (eV): -215480.11624
Total charge: -1



# 11
One molecule with the formula C6H10O, computed with the ωB97M-V functional and the def2-TZVPD basis.

```
17
Properties=species:S:1:pos:R:3
C -1.553 0.442 -1.336
C -1.341 -0.429 -0.159
C 1.180 -1.383 -0.420
C 0.915 -0.615 0.871
O 1.588 0.648 0.941
C 0.356 1.385 0.934
C -0.485 0.093 0.928
H -2.646 0.538 -1.421
H -1.277 -0.118 -2.242
H -1.096 1.442 -1.370
H 0.257 -1.895 -0.717
H 1.963 -2.136 -0.317
H 1.470 -0.677 -1.206
H 1.142 -1.225 1.754
H 0.274 2.027 0.048
H 0.245 2.004 1.832
H -0.991 -0.101 1.881
```

Results
Orbital gap (eV): 8.26
ΔE to the lowest compared entry with this formula, charge and spin (kJ/mol): 424.4
Total energy (eV): -8426.84148
Total charge: 0



# 12
C3H4OS2 as an isolated structure at a distorted geometry, computed with the ωB97M-V functional and the def2-TZVPD basis.

```
10
Properties=species:S:1:pos:R:3
C -0.198 -0.307 0.586
C 0.068 1.068 -0.148
C 1.272 -0.531 0.073
H -2.685 -0.684 -0.465
H -0.334 -0.088 1.722
H -0.263 2.127 0.265
H -0.429 0.938 -1.265
O 1.527 0.691 -0.422
S -1.289 -1.587 -0.246
S 2.330 -1.626 -0.101
```

Results
Orbital gap (eV): 8.99
ΔE to the lowest compared entry with this formula, charge and spin (kJ/mol): 353.0
Total energy (eV): -26890.22997
Total charge: 0